Below is the molecule C7H11FN2O4, with properties calculated with ωB97M-V/def2-TZVPD.

Structure (XYZ):
```
25
Properties=species:S:1:pos:R:3:forces:R:3
C 1.839 1.619 -0.139 -1.4 0.7 1.1
C -2.564 1.085 0.074 2.1 0.3 -0.1
C 2.735 -0.878 -0.584 -0.9 1.0 -1.5
C 0.789 -2.063 0.268 0.0 2.0 2.6
C -1.205 -0.877 -0.520 -1.7 -1.9 -2.1
C 2.684 0.512 0.049 2.3 -2.2 0.1
C -3.930 1.516 -0.120 -2.4 -0.8 -1.8
N 2.197 -1.899 0.280 0.3 1.4 -4.0
N -0.075 -0.784 0.254 1.6 -0.3 2.0
O 0.903 2.284 0.169 0.5 0.2 -0.7
O 2.952 1.618 -0.864 -0.2 0.8 -0.6
O -1.855 1.700 1.133 -1.3 -1.8 -0.2
O -2.215 -0.044 -0.550 0.8 0.2 1.2
F 3.580 0.529 1.090 -0.6 0.2 0.0
H 2.090 -0.791 -1.491 0.4 -0.2 0.5
H 3.774 -1.004 -0.991 -0.7 -0.2 0.8
H 0.405 -2.570 -0.545 -0.2 -1.5 -1.8
H 0.759 -2.649 1.178 -1.6 -0.3 0.3
H -1.303 -1.789 -1.206 -0.1 1.8 0.9
H -4.659 1.111 0.664 0.7 0.4 -0.9
H -4.293 1.146 -1.198 0.6 0.7 2.4
H -4.016 2.609 -0.123 0.0 -0.2 0.1
H 2.747 -1.966 1.062 0.6 -0.5 2.6
H -1.001 2.056 0.914 0.7 0.1 -0.8
H -0.338 -0.471 1.196 0.5 -0.1 -0.3
```
Forces are in eV/Å.

Summary:
- E_tot (Eh) = -783.451246
- orbital gap (eV) = 6.25

Atom-resolved charges from natural (NBO), all expressed in e: 0.759, 0.394, -0.270, -0.030, 0.156, 0.461, -0.671, -0.619, -0.687, -0.541, -0.428, -0.738, -0.353, -0.332, 0.218, 0.227, 0.176, 0.197, 0.157, 0.196, 0.223, 0.226, 0.381, 0.508, 0.391


Below is a cluster of 2 separate species, C7H11FN2Si in total, with properties calculated with ωB97M-V/def2-TZVPD.

Structure (XYZ):
```
22
Properties=species:S:1:pos:R:3:forces:R:3
C 1.117 0.794 -1.027 3.1 -1.8 -0.2
C 0.412 -0.305 -0.802 -0.2 -0.4 0.7
C 1.093 -1.509 -0.470 -1.2 1.1 -0.8
N 1.421 -2.548 -0.155 1.1 -2.0 0.6
Si -1.434 -0.170 -0.300 -0.4 0.0 0.6
C -2.224 1.275 -1.279 1.2 -0.5 -0.6
C -2.312 -1.888 -0.281 2.5 -0.7 0.9
F -1.309 0.307 1.310 -0.3 -0.5 -1.8
H 0.502 1.597 -1.076 -0.9 3.2 -0.5
H 2.280 0.844 -1.121 -2.5 0.0 0.2
H -2.232 1.228 -2.395 0.1 -0.5 0.8
H -3.223 1.487 -0.980 -0.9 0.1 0.4
H -1.629 2.160 -1.060 0.0 0.2 0.2
H -3.260 -2.053 -0.731 -0.9 0.5 -0.4
H -1.625 -2.672 -0.808 -0.9 1.3 1.2
H -2.397 -2.151 0.830 0.2 0.1 -1.5
C 1.997 1.487 1.974 -0.1 -1.6 0.2
C 2.661 0.352 1.802 -0.7 0.8 -0.6
N 3.347 -0.607 1.640 1.0 -0.9 0.9
H 1.004 1.475 2.384 -0.1 0.0 0.2
H 2.377 2.332 1.482 0.4 1.1 -0.4
H 3.434 -1.435 1.062 -0.5 0.7 -0.1
```
Forces are in eV/Å.

Summary:
- E_tot (Eh) = -772.171186
- SMILES = C=C(C#N)[Si](C)(C)F.C=C=N
- orbital gap (eV) = 8.48

Atom-resolved charges from natural (NBO), all expressed in e: -0.227, -0.606, 0.272, -0.340, 1.891, -1.133, -1.146, -0.649, 0.187, 0.226, 0.255, 0.250, 0.239, 0.250, 0.259, 0.262, -0.739, 0.482, -0.657, 0.253, 0.233, 0.436


Below is a cluster of 2 separate species, C7H11IN2 in total, with properties calculated with ωB97M-V/def2-TZVPD.

Structure (XYZ):
```
21
Properties=species:S:1:pos:R:3:forces:R:3
C -1.852 0.561 2.378 -1.7 1.6 -2.1
C -1.544 -0.061 1.147 -4.6 4.1 1.1
C -0.639 2.528 -1.721 -0.9 2.0 -0.9
C -1.332 3.780 -1.945 0.3 1.8 -1.7
C -0.217 -1.598 -0.462 0.5 4.9 1.3
C 0.342 -1.366 1.998 -1.3 -2.3 -1.1
C -0.682 -1.056 0.893 5.6 -5.4 -1.2
N -0.157 1.507 -1.774 1.2 -1.9 0.3
N -1.245 0.403 3.490 2.0 -1.4 1.3
I -3.156 0.362 -0.253 0.8 -0.5 0.4
H -2.671 1.270 2.226 -0.1 0.0 0.5
H -1.988 3.986 -1.122 -0.9 -0.1 0.1
H -0.663 4.686 -1.947 -0.1 -1.2 0.0
H -1.818 3.820 -3.004 0.5 -0.4 2.1
H -1.092 -1.836 -0.963 -1.4 -1.5 -1.4
H 0.072 -0.579 -1.076 0.2 -2.6 1.2
H 0.560 -2.313 -0.215 -0.1 -0.1 -1.0
H 0.992 -0.536 2.020 1.4 0.8 0.1
H 0.859 -2.386 1.847 -0.7 1.8 0.1
H -0.193 -1.342 2.916 0.1 -0.3 0.9
H -1.528 0.831 4.348 -0.8 0.8 -0.1
```
Forces are in eV/Å.

Summary:
- E_tot (Eh) = -680.313893
- orbital gap (spin up / spin down) (eV) = 5.93 / 6.66
- multiplicity = 3

Atom-resolved charges from natural (NBO), all expressed in e: -0.103, 0.006, 0.314, -0.737, -0.679, -0.653, -0.008, -0.348, -0.617, 0.120, 0.156, 0.258, 0.258, 0.266, 0.229, 0.273, 0.229, 0.221, 0.203, 0.258, 0.355


Below is the molecule C7H11N, with properties calculated with ωB97M-V/def2-TZVPD.

Structure (XYZ):
```
19
Properties=species:S:1:pos:R:3:forces:R:3
H -2.322 2.419 0.202 -0.5 0.3 -0.1
N -1.629 1.884 0.701 0.0 -0.3 -0.7
C -1.511 0.735 0.195 0.2 -1.5 1.1
C -0.421 -0.238 0.704 -0.5 1.0 -1.1
C 0.353 0.150 1.951 -2.1 -1.7 2.1
C -1.084 -1.679 0.753 -2.0 0.9 -1.5
C 0.506 -0.045 -0.425 0.7 -0.8 -0.6
C 1.280 0.145 -1.330 -0.5 -0.4 -0.6
C 2.043 0.429 -2.544 4.0 -1.4 -0.4
H -2.088 0.134 -0.572 0.1 1.5 0.3
H -0.332 -0.286 2.769 1.4 0.6 -0.6
H 0.555 1.165 2.266 -0.3 0.4 -0.8
H 1.277 -0.402 1.890 0.3 -0.2 0.4
H -2.260 -1.669 1.071 3.0 0.2 -0.5
H -0.536 -2.349 1.383 0.3 -0.4 0.3
H -1.060 -2.046 -0.321 -0.1 0.1 1.4
H 1.936 1.418 -2.867 -0.9 1.5 -0.7
H 3.215 0.496 -2.363 -2.1 -0.5 0.3
H 2.077 -0.261 -3.463 -1.0 0.7 1.7
```
Forces are in eV/Å.

Summary:
- E_tot (Eh) = -327.953135
- SMILES = [H]/N=C/C(C)(C)C#CC
- orbital gap (eV) = 10.18

Atom-resolved charges from natural (NBO), all expressed in e: 0.340, -0.621, 0.180, -0.193, -0.592, -0.597, -0.021, 0.000, -0.691, 0.161, 0.202, 0.245, 0.216, 0.217, 0.224, 0.224, 0.235, 0.228, 0.243


Below is a cluster of 2 separate species, C7H11N in total, with properties calculated with ωB97M-V/def2-TZVPD.

Structure (XYZ):
```
19
Properties=species:S:1:pos:R:3:forces:R:3
C 1.755 -0.317 -1.419 0.0 -0.1 -0.1
C 0.402 1.412 1.755 -0.1 0.0 0.1
C -1.756 -0.114 -1.309 0.0 0.0 0.0
C 0.596 0.604 0.532 0.3 -0.1 -0.5
C 0.307 -1.609 1.318 0.0 0.2 -0.1
C -1.550 -0.215 0.178 0.1 0.1 0.0
N 1.273 0.628 -0.463 -0.4 -0.1 0.5
C -0.707 -1.106 0.772 0.2 0.1 0.0
H 0.617 -2.534 1.766 0.0 0.0 0.0
H -2.231 0.340 0.816 0.0 0.0 0.0
H 2.579 0.114 -1.986 -0.1 0.0 0.0
H 0.965 -0.616 -2.111 0.0 0.0 0.0
H 2.094 -1.209 -0.878 0.0 0.1 0.0
H 0.021 2.392 1.460 0.0 -0.1 0.0
H -0.299 0.937 2.432 0.0 0.0 -0.1
H 1.364 1.542 2.255 0.0 0.0 -0.1
H -1.177 0.715 -1.741 0.0 0.0 0.0
H -1.448 -1.028 -1.824 0.0 0.0 0.0
H -2.806 0.066 -1.553 0.1 0.0 0.0
```
Forces are in eV/Å.

Summary:
- E_tot (Eh) = -327.876501
- orbital gap (eV) = 7.51

Atom-resolved charges from natural (NBO), all expressed in e: -0.422, -0.703, -0.625, 0.642, -0.460, -0.426, -0.461, 0.000, 0.227, 0.215, 0.212, 0.214, 0.220, 0.244, 0.259, 0.242, 0.196, 0.209, 0.217


Below is a structure of composition C7H11N, with properties calculated with ωB97M-V/def2-TZVPD.

Structure (XYZ):
```
19
Properties=species:S:1:pos:R:3:forces:R:3
C -0.004 -1.907 1.480 6.0 -5.1 -2.4
C -0.076 -0.731 0.696 -0.7 -2.4 -2.5
C -0.704 0.261 1.195 -1.2 2.9 2.3
C -0.847 1.633 0.422 -2.5 -2.0 -1.5
C 0.807 0.568 -0.914 0.8 4.3 -2.1
C 0.816 -0.498 -1.989 -1.4 1.4 -2.5
C -0.050 -0.485 -0.756 -3.9 -3.4 1.5
H -0.047 -2.941 0.631 -0.5 2.9 3.2
H -0.640 -1.807 2.341 0.1 -1.0 0.5
H 1.343 -2.017 1.745 -4.1 0.0 -0.1
H -0.931 -0.108 2.205 -0.7 2.5 0.3
H -0.427 2.258 1.114 0.6 2.5 1.5
H -1.890 1.894 -0.005 1.0 -0.3 2.2
H 0.503 2.389 -1.087 -1.5 1.2 0.8
H 1.650 0.914 -0.313 0.3 -1.4 0.0
H 1.830 -0.987 -2.136 -1.8 0.3 0.2
H 0.072 -0.200 -2.981 2.7 -1.1 2.8
H -1.223 0.126 -0.746 3.2 -3.5 -2.2
N -0.180 1.637 -0.904 3.6 2.2 -1.6
```
Forces are in eV/Å.

Summary:
- E_tot (Eh) = -327.731700
- orbital gap (eV) = 8.97

Atom-resolved charges from natural (NBO), all expressed in e: -0.572, -0.034, -0.245, -0.292, -0.114, -0.427, -0.277, 0.226, 0.218, 0.188, 0.208, 0.212, 0.224, 0.355, 0.202, 0.246, 0.244, 0.266, -0.629


Below is the molecule C7H11N, with properties calculated with ωB97M-V/def2-TZVPD.

Structure (XYZ):
```
19
Properties=species:S:1:pos:R:3:forces:R:3
H 0.337 -2.812 -0.116 -0.1 0.3 0.0
N 1.126 -2.253 0.214 0.4 -0.4 0.1
C 0.979 -1.015 0.091 0.3 0.0 -0.7
C 1.583 0.277 0.189 0.3 -0.1 0.6
C 2.597 1.046 0.530 0.0 0.1 -0.1
C 0.182 0.179 -0.300 -1.3 -0.2 1.1
C -0.159 0.477 -1.739 -0.2 0.0 0.0
C -0.915 0.454 0.810 0.5 0.3 -1.1
C -2.108 -0.487 0.721 0.2 0.2 0.0
H 3.517 0.625 0.903 0.1 -0.1 0.1
H 2.548 2.121 0.438 0.0 0.1 -0.1
H -0.520 1.501 -1.844 0.0 0.0 0.0
H -0.937 -0.191 -2.110 0.0 0.0 0.0
H 0.714 0.355 -2.379 0.0 0.0 0.0
H -1.237 1.488 0.662 -0.1 0.1 0.1
H -0.473 0.398 1.807 0.2 0.0 -0.2
H -2.580 -0.437 -0.258 -0.1 -0.1 -0.1
H -2.853 -0.214 1.466 -0.1 0.0 0.0
H -1.800 -1.513 0.914 0.0 -0.1 0.0
```
Forces are in eV/Å.

Summary:
- E_tot (Eh) = -327.980285
- SMILES = [H]/N=C1/C(=C)[C@]1(C)CC
- orbital gap (eV) = 9.57

Atom-resolved charges from natural (NBO), all expressed in e: 0.340, -0.594, 0.284, -0.064, -0.338, -0.140, -0.603, -0.371, -0.610, 0.208, 0.199, 0.214, 0.213, 0.224, 0.201, 0.214, 0.203, 0.215, 0.205


Below is a structure of composition C7H11N, with properties calculated with ωB97M-V/def2-TZVPD.

Structure (XYZ):
```
19
Properties=species:S:1:pos:R:3:forces:R:3
C -2.076 0.681 -0.441 -2.1 -2.8 -0.1
C -1.375 -0.300 0.545 -4.0 4.5 3.5
C 0.460 -0.926 -0.095 -4.6 -1.3 -0.9
C 1.862 -1.215 -0.064 3.3 4.0 1.7
C 2.310 0.164 -0.030 0.4 -0.4 -2.0
C 1.124 1.268 0.152 -0.8 -2.4 0.4
C -0.053 0.315 0.795 6.2 -1.2 0.1
H -3.114 0.190 -0.784 1.9 1.8 0.8
H -2.062 1.729 -0.037 -0.4 -1.1 -0.7
H -1.420 0.490 -1.295 -0.2 1.0 -0.3
H -1.742 -0.728 1.530 -1.4 2.9 -0.2
H -1.451 -1.855 -0.550 -1.5 -2.0 -3.7
H 0.324 -0.856 -1.188 0.0 1.5 0.0
H 2.437 -2.173 -0.027 -0.6 1.2 -0.4
H 3.283 0.722 -0.513 -2.0 -2.2 1.7
H 1.546 2.099 0.655 0.2 0.6 1.5
H 0.711 1.778 -0.704 0.2 -0.5 -1.2
H 0.190 0.129 1.882 0.3 0.1 -1.2
N -0.955 -1.515 0.168 5.2 -3.7 1.0
```
Forces are in eV/Å.

Summary:
- E_tot (Eh) = -327.811689
- orbital gap (eV) = 8.83

Atom-resolved charges from natural (NBO), all expressed in e: -0.629, -0.087, -0.083, -0.218, -0.196, -0.436, -0.214, 0.204, 0.230, 0.203, 0.222, 0.347, 0.175, 0.252, 0.220, 0.212, 0.216, 0.212, -0.632


Below is the ion C7H11N2 with charge +1, with properties calculated with ωB97M-V/def2-TZVPD.

Structure (XYZ):
```
20
Properties=species:S:1:pos:R:3:forces:R:3
C 1.569 -3.616 -0.594 -0.2 1.5 -0.4
C 1.059 -2.833 0.318 -0.9 0.0 -0.2
N 0.221 -2.098 0.841 0.3 0.8 0.6
C 0.508 -0.752 1.379 -1.1 -0.5 -0.7
C -0.084 0.289 0.483 -0.7 0.7 0.3
N -0.162 0.262 -0.806 -0.4 1.5 2.6
C -0.684 1.473 -1.404 -2.0 -0.8 -1.7
C -1.214 2.277 -0.263 2.3 2.4 1.4
C -0.676 1.598 1.027 -0.2 -0.2 0.3
H 2.035 -4.570 -0.504 0.3 -0.2 0.0
H 1.467 -3.020 -1.531 0.4 -1.2 0.2
H 1.550 -0.496 1.382 0.9 0.0 0.4
H 0.036 -0.544 2.351 0.4 -0.6 -0.1
H 0.171 -0.426 -1.391 0.9 -2.2 -1.2
H -1.513 1.134 -2.137 1.5 0.9 0.9
H 0.125 1.959 -1.892 0.5 0.4 -0.8
H -2.243 2.306 -0.274 -2.3 0.1 0.0
H -0.835 3.380 -0.230 -0.8 -2.0 -0.5
H 0.162 2.258 1.397 -0.8 -1.0 0.2
H -1.492 1.421 1.849 1.8 0.3 -1.5
```
Forces are in eV/Å.

Summary:
- E_tot (Eh) = -382.509972
- net charge = +1
- SMILES = C=C=NCC1=[NH+]CCC1
- orbital gap (eV) = 8.47

Atom-resolved charges from natural (NBO), all expressed in e: -0.559, 0.414, -0.465, -0.305, 0.506, -0.416, -0.233, -0.422, -0.485, 0.272, 0.247, 0.248, 0.252, 0.433, 0.241, 0.233, 0.238, 0.248, 0.272, 0.281


Below is the ion C7H11N2O with charge -1, with properties calculated with ωB97M-V/def2-TZVPD.

Structure (XYZ):
```
21
Properties=species:S:1:pos:R:3:forces:R:3
C 3.609 0.130 0.089 1.1 -0.4 2.2
C 1.487 -0.573 -1.153 -1.2 -0.4 -1.4
C 0.003 -0.226 -0.913 1.1 0.6 2.6
C 2.587 0.393 -0.790 -0.9 0.3 -1.7
C -0.259 0.615 0.362 -3.4 -1.6 -0.9
C -0.082 -0.179 1.645 4.0 -2.7 -2.1
C -1.841 0.690 0.377 1.7 0.8 -1.4
N 4.440 0.027 0.925 -0.9 -0.1 -1.2
N 0.417 1.930 0.330 0.0 1.8 -0.7
O 0.094 2.743 -0.571 0.1 -2.6 1.8
H 1.512 -1.465 -0.576 1.1 -1.3 0.2
H 1.334 -0.798 -2.292 1.3 -0.2 1.6
H -0.316 0.297 -1.722 -1.2 2.1 -2.3
H -0.695 -1.057 -0.868 0.3 -0.7 0.1
H 3.002 0.923 -1.654 -0.4 0.3 0.2
H 1.017 -0.442 1.738 -1.0 0.1 0.1
H -0.641 -1.151 1.739 0.4 1.0 -0.7
H -0.304 0.367 2.455 -0.9 2.2 3.0
H -2.329 -0.209 0.640 0.0 -1.6 -0.5
H -2.179 1.127 -0.522 -0.6 0.1 -1.3
H -2.247 1.290 1.094 -0.5 2.3 2.4
```
Forces are in eV/Å.

Summary:
- E_tot (Eh) = -457.934624
- net charge = -1
- orbital gap (spin up / spin down) (eV) = 5.73 / 5.73

Atom-resolved charges from natural (NBO), all expressed in e: 0.276, -0.393, -0.375, -0.639, 0.009, -0.613, -0.606, -0.567, 0.135, -0.381, 0.186, 0.167, 0.187, 0.184, 0.200, 0.230, 0.199, 0.200, 0.200, 0.206, 0.195


Below is a cluster of 2 separate species, C7H11N2O2 in total, with properties calculated with ωB97M-V/def2-TZVPD.

Structure (XYZ):
```
22
Properties=species:S:1:pos:R:3:forces:R:3
C -0.442 2.037 -2.024 -0.3 -0.3 0.8
C -1.205 0.680 -2.071 1.8 0.9 0.1
C 1.049 1.900 -1.593 0.0 1.0 0.4
O 1.491 2.864 -0.913 -0.2 -0.6 -0.5
O 1.650 0.833 -1.863 0.1 -0.3 0.0
H -0.570 2.658 -2.912 0.2 -0.1 -0.1
H -0.836 2.596 -1.172 -0.2 0.3 -0.3
H -0.440 -0.061 -2.323 -0.3 -0.2 -0.2
H -2.000 0.701 -2.806 -0.4 -0.2 0.3
H -1.465 0.501 -1.029 -0.7 -0.4 -0.2
C -1.095 -2.430 2.199 0.6 0.1 0.6
C 1.360 0.145 1.925 -0.5 0.5 0.2
C 0.035 -1.524 1.803 -1.1 1.5 0.7
C 0.598 -1.376 0.586 0.4 -1.0 0.3
N 0.441 -0.459 2.650 0.8 -1.3 -0.9
N 1.529 -0.365 0.679 -1.0 0.0 0.3
H 1.887 1.037 2.217 0.0 0.1 0.1
H 1.647 0.249 -0.124 1.0 0.1 -0.7
H 0.470 -2.046 -0.246 0.2 0.4 -0.4
H -0.689 -3.422 2.400 -0.4 -0.3 -0.2
H -1.904 -2.437 1.471 0.1 -0.2 -0.1
H -1.509 -2.083 3.148 0.0 0.1 -0.1
```
Forces are in eV/Å.

Summary:
- E_tot (Eh) = -533.397070
- net charge = -1
- orbital gap (eV) = 8.27

Atom-resolved charges from natural (NBO), all expressed in e: -0.519, -0.639, 0.761, -0.775, -0.806, 0.195, 0.205, 0.231, 0.187, 0.203, -0.637, 0.187, 0.057, -0.104, -0.498, -0.548, 0.191, 0.468, 0.207, 0.203, 0.211, 0.220